The molecule C5H6O in a non-equilibrium geometry. Source: OMol25; level of theory: the ωB97M-V functional and the def2-TZVPD basis.

Geometry as XYZ:
```
12
C5H6O the ωB97M-V functional and the def2-TZVPD basis
C -2.26 -0.15 -1.19
C -1.22 -0.24 -0.57
C 0.19 -0.31 -0.24
C 1.16 -0.64 -1.01
C 0.23 0.32 1.21
O 0.18 1.72 1.09
H -3.26 -0.16 -1.58
H 2.20 -0.52 -0.68
H 0.88 -0.99 -1.99
H 1.12 0.13 1.77
H -0.68 0.04 1.71
H 0.90 2.03 0.40
```

Gap between HOMO and LUMO, Ha: 0.3848
Total energy, eV: -7326.1275
SMILES string: C#CC(=C)CO
HOMO level, hartree: -0.352

Löwdin population analysis, charges in e, atoms 1 to 6: 0.14, -0.11, -0.32, 0.06, -0.23, -0.10